1 | Density functional theory data (ωB97M-V with the def2-TZVPD basis set) for a molecular structure, C15H18NOPdS4SbSi.

```
! RIJCOSX wB97M-V def2-TZVPD def2/J DEFGRID3
* xyz -2 1
Pd 0.45348 -1.84397 2.53706
S -3.43727 -3.11478 2.74098
Sb -1.46540 -2.86072 3.84388
S 0.78188 0.38338 1.79962
S 0.36379 -4.12984 3.09115
S -1.58201 -2.40501 6.06116
C 1.83939 -2.36442 -0.72958
N 3.18275 -2.26858 -0.19784
C 3.58878 -3.27425 0.76084
C 4.00816 -1.26858 -0.54604
O 5.17166 -1.14074 -0.19083
H 1.74131 -3.24624 -1.37198
H 1.61131 -1.47111 -1.31046
H 1.11068 -2.44322 0.08046
H 3.69231 -4.25028 0.27528
H 2.83677 -3.35770 1.54874
H 4.54488 -2.98130 1.18588
H 3.51927 -0.54173 -1.21587
C -4.69227 2.24047 1.20008
C -4.39393 0.92310 1.52441
C -3.15952 0.38614 1.18843
C -2.19463 1.15489 0.53013
C -2.51075 2.47682 0.21487
C -3.74855 3.01841 0.54249
Si -0.51332 0.37720 0.17953
C 0.22385 1.34925 -1.28489
C 1.51223 1.88114 -1.23324
C 2.06404 2.54913 -2.32178
C 1.33105 2.69824 -3.49019
C 0.04423 2.17751 -3.56326
C -0.49631 1.51189 -2.47211
H -5.65549 2.66289 1.46477
H -5.11264 0.30401 2.04799
H -2.95241 -0.64542 1.45796
H -1.77923 3.09560 -0.29543
H -3.97414 4.04896 0.28976
H -0.82980 -0.95505 -0.40870
H 2.08576 1.75844 -0.32013
H 3.06959 2.94911 -2.25736
H 1.75967 3.21457 -4.34182
H -0.53557 2.28976 -4.47282
H -1.50360 1.11203 -2.54112
*
```

The HOMO energy is -1.892 eV. For the LUMO energy, the calculation gives 4.42 eV. Its HOMO-LUMO gap is 6.309 eV.

=====

2 | Density functional theory data (ωB97M-V with the def2-TZVPD basis set) for a molecular structure, C15H18NOPdS4SbSi.

```
! RIJCOSX wB97M-V def2-TZVPD def2/J DEFGRID3
* xyz -2 1
Pd 0.18983 -1.72756 1.48174
S -3.68994 -2.67726 3.49335
Sb -1.53104 -3.20072 2.89967
S -0.12363 -1.40493 3.88787
S -1.46868 -3.33250 0.45038
S -0.87362 -5.24125 3.72622
C 2.63999 -1.20549 -1.67570
N 2.51215 -1.28550 -0.23925
C 3.69368 -0.87363 0.49188
C 1.79705 -2.38169 0.27644
O 2.06729 -2.86471 1.39555
H 3.43597 -1.86713 -2.04978
H 2.88402 -0.18011 -1.96275
H 1.69960 -1.47807 -2.15372
H 4.58600 -1.39996 0.12277
H 3.55644 -1.10812 1.54419
H 3.84453 0.20327 0.37886
H 1.30685 -2.97526 -0.50517
C 1.13391 4.12120 0.81919
C -0.12345 4.06343 1.40352
C -0.80231 2.85451 1.47989
C -0.24827 1.68060 0.97336
C 1.02109 1.75652 0.39705
C 1.70660 2.96025 0.31542
Si -1.22464 0.03787 1.04262
C -2.03418 0.01402 -0.69281
C -1.28693 -0.43060 -1.78524
C -1.79034 -0.39366 -3.07539
C -3.07402 0.08772 -3.30126
C -3.83966 0.51617 -2.22680
C -3.32262 0.47881 -0.93763
H 1.66554 5.06434 0.76023
H -0.56938 4.96595 1.80735
H -1.78204 2.81291 1.94440
H 1.47910 0.84849 0.02255
H 2.69501 2.99844 -0.13077
H -2.36657 0.37776 1.93574
H -0.30189 -0.84396 -1.59904
H -1.19457 -0.75940 -3.90510
H -3.47794 0.11994 -4.30696
H -4.84957 0.87250 -2.39944
H -3.93937 0.79679 -0.10346
*
```

The HOMO energy is -0.962 eV. For the LUMO energy, the calculation gives 4.31 eV. Its HOMO-LUMO gap is 5.271 eV.

=====

Of them, 2 has the lowest stability.

=====

1 | Density functional theory data (ωB97M-V with the def2-TZVPD basis set) for C3H4FN3O in the gas phase.

```
! RIJCOSX wB97M-V def2-TZVPD def2/J DEFGRID3
* xyz 0 1
C -0.64900 -0.55499 0.20930
C 0.55622 1.16569 -0.02613
C 0.14565 -0.79997 -0.76884
H -0.88462 -1.64254 1.92713
H -2.32709 -1.13600 1.08351
H 0.58476 3.02919 0.13317
H 1.70220 0.25821 -1.66998
N -1.35437 -1.59875 0.97221
N -0.43125 0.75183 0.70726
N 1.03788 0.21913 -0.98074
O 1.25800 2.27756 -0.18115
F 0.36162 -1.96936 -1.40574
*
```

The HOMO energy is -8.553 eV. For the LUMO energy, the calculation gives 0.52 eV. As for the SMILES: Nc1nc(O)[nH]c1F. Its HOMO-LUMO gap is 9.072 eV.

=====

2 | Density functional theory data (ωB97M-V with the def2-TZVPD basis set) for C3H4FN3O in the gas phase.

```
! RIJCOSX wB97M-V def2-TZVPD def2/J DEFGRID3
* xyz 0 1
C 0.38013 0.17859 -0.19892
C 0.77762 1.45874 -0.80769
C 0.18324 -2.03262 0.47554
N -0.79787 0.36308 0.26408
N -0.14945 2.31241 -0.52801
N -1.14924 1.62479 -0.00064
O 0.92395 -1.04187 -0.18860
F 1.92195 1.68108 -1.32730
H 0.04298 -1.67597 1.48110
H 0.48875 -3.02202 0.20784
H -0.82378 -1.99932 0.13428
H -1.79828 2.15311 0.48832
*
```

The HOMO energy is -9.283 eV. For the LUMO energy, the calculation gives 1.02 eV. As for the SMILES: COc1n[nH]nc1F. Its HOMO-LUMO gap is 10.306 eV.

=====

Of them, 2 has the lowest stability.